# 1
155
Properties=species:S:1:pos:R:3:lowdin_charge:R:1 method="wB97M-V/def2-TZVPD" gap_ev=7.3 charge=+1 total_energy_ha=-7340.7564 max_force_ev_per_a=2.221 homo_energy_ha=-0.4121
C 9.02 2.17 -2.40 -0.093
C 9.11 1.45 -3.77 -0.236
C 8.57 0.00 -3.67 -0.213
C 7.04 0.05 -3.76 -0.187
C 6.42 -1.35 -3.46 -0.132
C 5.31 -1.38 -2.40 -0.406
P 5.42 -0.30 -0.92 0.479
O 4.52 -0.78 0.12 -0.279
O 5.16 1.24 -1.25 -0.088
O 6.94 -0.45 -0.40 -0.104
C 5.20 -2.89 -2.07 -0.181
N 3.80 -3.23 -1.75 -0.356
Br 3.46 -3.67 0.05 0.908
C 3.12 -2.09 -2.16 -0.431
N 1.87 -1.93 -1.93 0.158
C 1.20 -0.70 -2.38 -0.016
C 0.85 -0.85 -3.88 -0.460
O 1.46 -0.21 -4.67 0.158
N -0.21 -1.73 -4.16 -0.176
C 0.24 -3.00 -4.77 -0.050
C -1.28 -1.08 -4.93 -0.056
N 3.90 -1.16 -2.83 0.147
H 9.94 2.03 -1.83 0.078
H 8.88 3.23 -2.60 0.075
H 8.15 1.84 -1.82 0.038
H 8.46 1.98 -4.46 0.103
H 10.15 1.47 -4.10 0.106
H 9.01 -0.54 -4.52 0.115
H 8.91 -0.44 -2.73 0.111
H 6.81 0.29 -4.81 0.120
H 6.66 0.85 -3.13 0.081
H 7.23 -1.97 -3.08 0.123
H 6.11 -1.81 -4.40 0.130
H 6.02 1.68 -1.21 0.078
H 6.87 -0.49 0.57 0.107
H 5.99 -3.37 -1.51 0.139
H 5.31 -3.34 -3.07 0.132
H 1.36 -2.66 -1.45 0.150
H 0.24 -0.68 -1.86 0.138
H 1.76 0.20 -2.17 0.137
H 0.38 -3.73 -3.96 0.077
H 1.21 -2.93 -5.29 0.089
H -0.53 -3.40 -5.42 0.094
H -2.23 -1.54 -4.63 0.088
H -1.20 -1.19 -6.01 0.076
H -1.40 -0.02 -4.67 0.094
H 3.84 -1.32 -3.84 0.167
C -4.62 2.57 -3.20 0.026
C -4.73 1.58 -4.10 0.026
C -4.72 0.16 -3.68 -0.391
O -4.82 -0.74 -4.49 0.089
C -4.60 -0.13 -2.23 0.026
C -4.49 0.86 -1.33 0.014
C -4.49 2.28 -1.76 -0.372
O -4.39 3.17 -0.94 0.092
H -4.62 3.61 -3.49 0.080
H -4.82 1.77 -5.16 0.111
H -4.60 -1.17 -1.94 0.123
H -4.40 0.67 -0.27 0.080
C -7.57 6.38 -4.25 0.024
C -8.32 7.42 -3.90 0.027
C -7.83 8.43 -2.92 -0.383
O -8.51 9.38 -2.60 0.119
C -6.48 8.22 -2.35 0.027
C -5.73 7.17 -2.69 0.026
C -6.22 6.17 -3.67 -0.360
O -5.54 5.22 -3.99 0.071
H -7.91 5.64 -4.96 0.123
H -9.31 7.59 -4.31 0.125
H -6.14 8.96 -1.63 0.124
H -4.75 7.00 -2.28 0.124
C -7.05 -1.12 2.82 0.022
C -8.00 -0.78 3.69 0.027
C -8.27 0.64 4.01 -0.384
O -9.14 0.94 4.81 0.110
C -7.46 1.67 3.33 0.027
C -6.51 1.33 2.46 -0.010
C -6.23 -0.09 2.14 -0.369
O -5.36 -0.40 1.34 0.073
H -6.83 -2.15 2.57 0.120
H -8.61 -1.52 4.19 0.123
H -7.67 2.70 3.58 0.125
H -5.90 2.07 1.96 0.111
C 1.80 -4.98 4.25 0.036
C 2.43 -5.48 3.18 0.006
C 2.32 -6.91 2.83 -0.382
O 2.90 -7.36 1.86 0.069
C 1.49 -7.77 3.70 0.029
C 0.86 -7.28 4.76 0.034
C 0.97 -5.84 5.12 -0.378
O 0.40 -5.39 6.08 0.126
H 1.87 -3.93 4.52 0.127
H 3.04 -4.87 2.53 0.054
H 1.42 -8.81 3.42 0.127
H 0.25 -7.89 5.41 0.128
C -0.77 2.26 4.45 0.025
C -2.08 2.04 4.58 0.030
C -2.97 1.96 3.40 -0.346
O -4.16 1.76 3.52 0.101
C -2.35 2.12 2.06 0.036
C -1.05 2.34 1.93 0.021
C -0.16 2.42 3.11 -0.384
O 1.04 2.62 2.98 0.101
H -0.11 2.32 5.30 0.114
H -2.55 1.92 5.55 0.116
H -3.02 2.06 1.21 0.101
H -0.58 2.46 0.96 0.118
C -0.07 -9.76 -2.29 0.024
C -0.79 -8.68 -2.00 0.017
C -0.33 -7.71 -0.97 -0.386
O -0.98 -6.72 -0.71 0.092
C 0.96 -7.98 -0.29 0.014
C 1.67 -9.06 -0.58 0.031
C 1.22 -10.04 -1.61 -0.382
O 1.87 -11.02 -1.87 0.116
H -0.38 -10.48 -3.03 0.124
H -1.73 -8.45 -2.49 0.122
H 1.27 -7.27 0.45 0.086
H 2.61 -9.28 -0.09 0.120
C -0.99 0.78 -8.17 0.018
C -0.46 0.89 -9.39 0.028
C -1.26 1.37 -10.54 -0.384
O -0.77 1.46 -11.65 0.118
C -2.67 1.73 -10.29 0.027
C -3.21 1.62 -9.08 0.025
C -2.41 1.14 -7.92 -0.368
O -2.90 1.05 -6.82 0.093
H -0.42 0.43 -7.32 0.101
H 0.57 0.63 -9.59 0.123
H -3.24 2.08 -11.14 0.125
H -4.24 1.88 -8.87 0.124
C 0.52 4.54 7.88 0.029
C 0.99 5.79 7.94 0.029
C 0.13 6.95 7.60 -0.385
O 0.56 8.08 7.65 0.113
C -1.27 6.68 7.20 0.024
C -1.74 5.44 7.14 0.022
C -0.89 4.27 7.48 -0.377
O -1.32 3.14 7.43 0.083
H 1.12 3.68 8.12 0.090
H 2.01 6.01 8.23 0.124
H -1.88 7.54 6.96 0.123
H -2.76 5.22 6.85 0.122
C 2.22 0.07 11.30 0.027
C 1.72 0.66 10.21 0.024
C 2.61 1.17 9.14 -0.377
O 2.15 1.70 8.15 0.080
C 4.07 1.01 9.32 0.019
C 4.57 0.43 10.41 0.024
C 3.69 -0.09 11.48 -0.384
O 4.14 -0.62 12.47 0.117
H 1.60 -0.31 12.09 0.125
H 0.66 0.78 10.06 0.125
H 4.70 1.39 8.53 0.121
H 5.64 0.30 10.56 0.124

---

# 2
155
Properties=species:S:1:pos:R:3:lowdin_charge:R:1 method="wB97M-V/def2-TZVPD" gap_ev=5.3 charge=-1 total_energy_ha=-4210.2580 max_force_ev_per_a=1.674 homo_energy_ha=-0.1857
C -1.60 -2.20 -2.86 -0.084
O -1.73 -2.37 -4.25 -0.212
C -0.67 -3.09 -4.82 -0.215
C 0.53 -2.21 -5.10 -0.177
C 0.65 -1.82 -6.56 -0.192
C -0.42 -0.79 -6.98 -0.194
C 0.14 0.60 -7.15 -0.214
C 0.87 1.11 -5.92 -0.211
C 1.00 2.64 -5.90 -0.176
C 2.39 3.13 -5.49 -0.207
C 2.39 3.84 -4.17 -0.217
C 2.05 2.96 -2.97 -0.203
C 3.30 2.31 -2.38 -0.143
C 3.20 0.86 -1.96 -0.608
C 2.77 0.02 -3.12 -0.056
O 4.51 0.57 -1.48 -0.098
C 4.76 -0.76 -1.15 -0.328
N 5.65 -1.32 -2.21 0.102
C 5.37 -0.93 0.27 -0.317
C 6.86 -1.08 0.32 -0.132
C 7.63 0.11 -0.19 -0.163
C 9.11 -0.20 -0.37 -0.251
O 9.92 0.42 0.62 -0.078
O 4.68 -2.06 0.84 -0.110
C 5.11 -3.29 0.38 -0.237
C 4.13 -4.38 0.84 -0.223
C 2.67 -4.03 0.62 -0.749
C 1.88 -5.23 0.14 -0.196
I 1.70 -3.35 2.42 0.889
C 5.01 0.27 1.21 -0.694
O 5.34 1.42 0.80 -0.044
O 4.48 -0.07 2.26 -0.012
P 2.04 0.68 -0.51 0.854
N 0.85 1.71 -0.48 -0.294
H -0.97 -1.36 -2.60 0.083
H -1.23 -3.10 -2.39 0.082
H -2.58 -2.01 -2.46 0.083
H -1.05 -3.50 -5.75 0.117
H -0.39 -3.91 -4.17 0.112
H 1.44 -2.71 -4.80 0.110
H 0.39 -1.31 -4.53 0.081
H 1.61 -1.35 -6.67 0.098
H 0.59 -2.70 -7.17 0.102
H -0.80 -1.12 -7.93 0.103
H -1.20 -0.79 -6.24 0.096
H 0.83 0.58 -7.99 0.115
H -0.66 1.29 -7.35 0.106
H 0.27 0.80 -5.07 0.100
H 1.84 0.66 -5.88 0.089
H 0.74 3.00 -6.88 0.097
H 0.31 3.01 -5.16 0.106
H 3.14 2.35 -5.48 0.098
H 2.72 3.84 -6.23 0.099
H 3.36 4.26 -3.97 0.105
H 1.70 4.68 -4.18 0.106
H 1.25 2.27 -3.19 0.084
H 1.66 3.61 -2.22 0.091
H 4.06 2.29 -3.14 0.115
H 3.65 2.85 -1.52 0.126
H 2.95 -1.04 -2.99 0.071
H 1.73 0.14 -3.34 0.054
H 3.32 0.32 -4.00 0.086
H 3.88 -1.39 -1.15 0.115
H 5.23 -2.16 -2.58 0.059
H 5.61 -0.67 -2.98 0.074
H 7.12 -1.25 1.35 0.144
H 7.21 -1.95 -0.22 0.098
H 7.58 0.89 0.54 0.104
H 7.21 0.46 -1.11 0.102
H 9.42 0.20 -1.32 0.103
H 9.31 -1.26 -0.30 0.106
H 9.79 1.37 0.54 0.071
H 6.06 -3.53 0.82 0.121
H 5.15 -3.36 -0.70 0.114
H 4.29 -4.59 1.88 0.087
H 4.34 -5.25 0.24 0.101
H 2.54 -3.25 -0.11 0.052
H 1.54 -5.80 0.99 0.034
H 0.99 -4.90 -0.37 0.058
H 2.47 -5.85 -0.50 0.065
H 2.83 0.74 0.64 0.030
H 1.57 -0.65 -0.62 0.006
H 0.89 2.23 0.39 -0.050
C -0.17 -0.36 4.31 -0.062
C 1.16 0.01 4.15 -0.064
C 1.89 0.50 5.22 0.025
C 1.28 0.64 6.46 -0.090
C -0.08 0.29 6.62 -0.109
C -0.79 -0.22 5.55 -0.001
C -0.76 0.47 7.92 -0.310
O -1.93 0.17 8.07 0.090
C 0.02 1.05 9.06 -0.101
C -0.62 1.28 10.27 -0.004
C 0.09 1.80 11.34 -0.064
C 1.44 2.09 11.20 -0.063
C 2.08 1.87 9.99 -0.004
C 1.37 1.36 8.92 -0.090
C 2.07 1.15 7.61 -0.285
O 3.25 1.41 7.51 0.115
H -0.73 -0.75 3.47 0.102
H 1.65 -0.09 3.19 0.078
H 2.92 0.78 5.08 0.130
H -1.82 -0.50 5.68 0.120
H -1.67 1.05 10.37 0.120
H -0.41 1.99 12.28 0.103
H 2.00 2.50 12.04 0.104
H 3.13 2.10 9.88 0.120
C -7.66 6.27 6.22 -0.063
C -7.15 7.53 5.92 -0.064
C -5.79 7.72 5.85 -0.007
C -4.92 6.67 6.08 -0.082
C -5.43 5.41 6.40 -0.080
C -6.80 5.21 6.46 -0.006
C -4.52 4.26 6.70 -0.275
O -4.97 3.17 6.97 0.113
C -3.05 4.51 6.65 -0.076
C -2.18 3.47 6.98 0.023
C -0.81 3.68 6.93 -0.024
C -0.31 4.92 6.55 -0.034
C -1.17 5.96 6.23 -0.001
C -2.54 5.76 6.29 -0.085
C -3.45 6.90 5.97 -0.277
O -3.01 7.98 5.64 0.102
H -8.73 6.11 6.27 0.104
H -7.83 8.35 5.75 0.104
H -5.39 8.70 5.61 0.118
H -7.19 4.23 6.70 0.119
H -2.58 2.51 7.27 0.112
H -0.14 2.89 7.19 0.082
H 0.76 5.08 6.51 0.113
H -0.78 6.92 5.94 0.120
C -5.92 -1.00 -4.78 -0.050
C -4.68 -1.42 -5.25 -0.048
C -4.51 -2.71 -5.72 0.003
C -5.58 -3.59 -5.72 -0.077
C -6.83 -3.17 -5.23 -0.086
C -6.99 -1.88 -4.78 -0.005
C -7.98 -4.11 -5.18 -0.278
O -9.06 -3.76 -4.76 0.102
C -7.77 -5.52 -5.65 -0.082
C -8.81 -6.43 -5.56 -0.007
C -8.63 -7.72 -6.00 -0.062
C -7.41 -8.12 -6.54 -0.062
C -6.37 -7.22 -6.63 -0.006
C -6.54 -5.92 -6.17 -0.081
C -5.38 -4.97 -6.25 -0.275
O -4.32 -5.32 -6.72 0.107
H -6.05 0.01 -4.42 0.108
H -3.83 -0.74 -5.24 0.106
H -3.55 -3.03 -6.08 0.109
H -7.96 -1.56 -4.41 0.119
H -9.75 -6.11 -5.14 0.119
H -9.45 -8.43 -5.92 0.105
H -7.28 -9.13 -6.89 0.105
H -5.42 -7.52 -7.04 0.119

---

# 3
151
Properties=species:S:1:pos:R:3:lowdin_charge:R:1 method="wB97M-V/def2-TZVPD" gap_ev=3.4 charge=-1 total_energy_ha=-3657.7017 max_force_ev_per_a=2.247 homo_energy_ha=-0.0686
C -6.65 -1.37 -13.05 -0.123
C -6.09 -2.37 -11.93 -0.246
C -5.63 -3.78 -12.53 -0.216
C -4.03 -3.99 -12.47 -0.208
C -3.63 -5.05 -11.35 -0.210
C -2.13 -4.87 -10.82 -0.208
C -2.11 -3.98 -9.50 -0.219
C -0.93 -4.31 -8.49 -0.213
C -0.99 -5.76 -7.86 -0.224
C -1.96 -5.90 -6.61 -0.211
C -1.30 -5.39 -5.23 -0.194
C -1.21 -6.53 -4.12 -0.217
C -1.80 -6.12 -2.71 -0.245
C -0.95 -5.04 -1.92 -0.312
C -1.32 -3.53 -2.32 -0.251
C -0.50 -2.66 -1.24 -0.314
C -0.96 -1.14 -1.20 -0.102
C 0.14 -0.09 -1.61 -0.460
F 1.45 -0.52 -1.52 0.075
F 0.04 1.00 -0.71 0.017
F -0.13 0.46 -2.87 0.056
H -6.75 -1.88 -14.06 0.058
H -7.69 -1.06 -12.75 0.063
H -5.95 -0.49 -13.20 0.068
H -6.93 -2.52 -11.18 0.093
H -5.23 -1.91 -11.35 0.101
H -6.16 -4.66 -12.04 0.105
H -5.91 -3.78 -13.63 0.088
H -3.75 -4.43 -13.48 0.101
H -3.54 -2.99 -12.31 0.104
H -3.72 -6.08 -11.82 0.107
H -4.34 -4.92 -10.49 0.100
H -1.57 -4.28 -11.62 0.107
H -1.59 -5.86 -10.69 0.096
H -3.12 -4.03 -8.96 0.103
H -2.01 -2.90 -9.84 0.108
H 0.03 -4.26 -9.11 0.108
H -0.83 -3.47 -7.74 0.111
H 0.04 -6.11 -7.56 0.107
H -1.38 -6.46 -8.67 0.093
H -2.97 -5.39 -6.79 0.103
H -2.21 -7.01 -6.52 0.091
H -0.22 -5.13 -5.50 0.102
H -1.84 -4.46 -4.90 0.082
H -0.16 -6.93 -3.97 0.104
H -1.82 -7.43 -4.48 0.088
H -2.88 -5.79 -2.74 0.094
H -1.79 -7.07 -2.07 0.092
H -1.25 -5.14 -0.81 0.075
H 0.17 -5.24 -1.93 0.094
H -2.43 -3.35 -2.14 -0.007
H 0.59 -2.83 -1.47 0.084
H -0.66 -3.07 -0.17 0.081
H -1.87 -1.02 -1.87 0.106
H -1.30 -0.88 -0.15 0.114
F 2.45 -1.44 5.22 0.032
C 2.56 -1.42 3.88 -0.289
C 3.48 -2.26 3.26 -0.019
C 3.59 -2.25 1.87 -0.071
C 2.79 -1.39 1.12 -0.073
C 1.88 -0.55 1.75 -0.061
C 1.76 -0.57 3.14 -0.017
H 4.09 -2.92 3.87 0.113
H 4.30 -2.91 1.38 0.077
H 2.88 -1.38 0.04 0.092
H 1.26 0.12 1.16 0.092
H 1.05 0.07 3.64 0.108
F -1.84 1.63 8.32 0.054
C -0.69 1.98 7.72 -0.284
C 0.09 0.99 7.13 -0.006
C 1.27 1.35 6.49 -0.076
C 1.67 2.69 6.47 -0.104
C 0.88 3.66 7.07 -0.087
C -0.31 3.31 7.69 -0.017
H -0.23 -0.04 7.17 0.120
H 1.89 0.60 6.02 0.083
H 2.59 2.97 5.98 0.105
H 1.19 4.70 7.05 0.104
H -0.94 4.06 8.15 0.101
F 2.77 5.03 9.24 0.053
C 4.06 4.76 8.98 -0.285
C 4.42 3.48 8.60 -0.018
C 5.75 3.20 8.32 -0.077
C 6.71 4.21 8.43 -0.100
C 6.33 5.49 8.81 -0.089
C 5.00 5.77 9.08 -0.022
H 3.67 2.70 8.53 0.111
H 6.05 2.21 8.02 0.107
H 7.75 3.99 8.21 0.099
H 7.07 6.28 8.90 0.102
H 4.68 6.77 9.37 0.114
F -4.63 -4.09 -3.63 0.064
C -5.19 -2.88 -3.54 -0.279
C -6.21 -2.54 -4.42 -0.024
C -6.80 -1.28 -4.33 -0.101
C -6.36 -0.38 -3.36 -0.113
C -5.34 -0.73 -2.49 -0.082
C -4.76 -1.99 -2.57 -0.012
H -6.53 -3.25 -5.17 0.111
H -7.60 -1.01 -5.01 0.096
H -6.82 0.60 -3.29 0.093
H -5.00 -0.03 -1.74 0.103
H -3.96 -2.28 -1.89 0.087
F 0.21 0.17 -9.33 0.048
C 0.92 0.45 -8.22 -0.293
C 2.17 1.03 -8.35 -0.034
C 2.91 1.32 -7.20 -0.096
C 2.39 1.02 -5.95 -0.093
C 1.13 0.44 -5.83 -0.063
C 0.39 0.15 -6.98 -0.006
H 2.57 1.24 -9.33 0.109
H 3.88 1.78 -7.29 0.098
H 2.96 1.25 -5.06 0.100
H 0.73 0.20 -4.86 0.088
H -0.59 -0.30 -6.91 0.118
F -5.09 6.53 11.62 0.056
C -3.80 6.26 11.35 -0.289
C -3.43 4.98 10.98 -0.014
C -2.10 4.70 10.70 -0.087
C -1.15 5.71 10.80 -0.088
C -1.52 7.00 11.18 -0.077
C -2.86 7.27 11.46 -0.014
H -4.19 4.21 10.91 0.117
H -1.80 3.71 10.39 0.096
H -0.10 5.50 10.59 0.098
H -0.78 7.78 11.27 0.082
H -3.17 8.27 11.75 0.112
F -0.69 9.71 11.89 0.042
C 0.16 10.22 12.80 -0.280
C 1.49 10.41 12.45 -0.016
C 2.37 10.94 13.39 -0.083
C 1.92 11.25 14.67 -0.099
C 0.58 11.05 15.01 -0.084
C -0.30 10.53 14.07 -0.015
H 1.83 10.15 11.46 0.117
H 3.41 11.10 13.13 0.104
H 2.60 11.66 15.40 0.100
H 0.23 11.29 16.00 0.105
H -1.35 10.37 14.31 0.118
F 5.79 -4.08 0.81 0.048
C 6.94 -3.73 0.21 -0.277
C 7.72 -4.71 -0.38 -0.016
C 8.91 -4.35 -1.01 -0.086
C 9.30 -3.01 -1.04 -0.102
C 8.51 -2.04 -0.44 -0.084
C 7.32 -2.40 0.18 -0.012
H 7.40 -5.75 -0.34 0.117
H 9.52 -5.11 -1.48 0.103
H 10.22 -2.73 -1.53 0.098
H 8.82 -1.00 -0.46 0.104
H 6.68 -1.65 0.64 0.116